Formula: C3H11NO2
Source: the OMol25 dataset
Level of theory: ωB97M-V/def2-TZVPD

```
17
Properties=species:S:1:pos:R:3:forces:R:3
O -0.2285 -1.3167 0.9598 0.79 0.44 1.31
O -4.2031 -1.0146 -4.8627 0.07 0.52 -0.35
N 1.7097 0.2978 0.8387 0.30 0.90 0.09
C 1.5576 0.6119 -0.5846 -0.96 -0.23 -0.83
C -0.1030 -0.5470 2.1427 -0.62 1.46 0.82
C 0.6626 0.7763 1.7950 0.64 -1.62 -0.42
H 1.1144 1.0476 2.7479 0.24 0.57 -0.21
H -3.8391 -0.1156 -4.7910 -0.18 -0.61 0.14
H -1.0318 -0.2743 2.6605 -0.25 -0.41 -0.58
H 0.5105 -1.0393 2.9312 -0.18 -0.11 -0.60
H 0.1303 1.6094 1.3418 -0.53 -0.12 0.21
H 0.7440 -1.1699 0.8001 -0.47 -0.90 -1.24
H 2.6081 0.6542 1.1296 0.11 -0.16 0.05
H 0.6223 0.2477 -1.0304 -0.19 -0.17 0.79
H 2.2690 0.0125 -1.1543 0.49 0.48 0.11
H 1.5342 1.6703 -0.9021 0.61 -0.13 0.48
H -4.0571 -1.4503 -4.0224 0.12 0.09 0.21
```
Forces are in eV/Å.

- ΔE to the lowest compared entry with this formula, charge and spin (kcal per mole) = 30.4
- spin multiplicity = 1
- structure (SMILES) = CNCCO.O
- LUMO energy (eV) = 0.80
- Kohn-Sham gap (eV) = 10.3

natural (NBO) population analysis, charges in e, atoms 1 to 4: -0.73, -0.94, -0.67, -0.44

---

Formula: C5H11N3O6
Source: the OMol25 dataset
Level of theory: ωB97M-V/def2-TZVPD

```
25
Properties=species:S:1:pos:R:3:forces:R:3
O 3.9050 0.4965 -0.2129 2.02 2.96 -1.58
O -1.0690 1.3504 -1.3802 -1.84 -4.34 -1.30
O 3.6713 -1.4038 0.7001 0.90 -1.65 0.73
O 1.2293 2.0137 -0.2385 0.45 1.28 -0.05
O 0.1196 -0.6128 -1.7579 -0.65 0.65 0.39
O -1.0705 -0.3339 0.1754 -0.44 0.48 -0.64
N 1.0925 -1.2654 0.7708 1.44 0.66 3.03
N 3.2937 -0.3696 0.2534 -3.06 -0.95 0.75
N 1.8832 -0.2211 0.2970 -2.70 0.75 -0.98
C -1.4450 0.5159 2.4920 -0.36 1.28 0.99
C -0.3638 0.3192 -0.7935 1.29 -0.40 -0.96
C -1.8479 0.4580 1.0539 -0.99 -1.79 0.65
C -0.6797 -0.8434 -2.9205 1.50 3.70 -0.14
C 0.9664 0.8691 -0.2639 2.19 -1.92 1.01
H -0.8271 -0.3286 2.6225 0.50 -1.12 0.92
H 1.1385 -1.1643 1.8347 -0.21 -0.69 -1.86
H 1.4236 -2.1804 0.5296 0.46 -0.25 -0.41
H -2.3241 0.5702 3.2123 0.92 -0.59 -1.13
H -2.1433 1.3670 0.6663 -0.32 1.97 -1.06
H -0.7949 2.1786 -1.1728 1.85 3.79 1.18
H -2.6928 -0.1642 1.0654 -1.82 -0.41 0.07
H -0.1628 -1.5203 -3.4988 1.27 -1.52 -1.18
H -0.8398 0.0932 -3.5362 0.26 -0.89 0.80
H -0.8865 1.3983 2.7660 0.56 0.32 -0.14
H -1.5762 -1.2226 -2.6644 -3.22 -1.32 0.90
```
Forces are in eV/Å.

- ΔE to the lowest compared entry with this formula, charge and spin (kcal per mole) = 12.4
- spin multiplicity = 1
- structure (SMILES) = CCO[C@](O)(OC)C(=O)N(N)[N+](=O)[O-]
- LUMO energy (eV) = 0.61
- Kohn-Sham gap (eV) = 10.2

natural (NBO) population analysis, charges in e, atoms 1 to 4: -0.35, -0.71, -0.40, -0.51

---

Formula: C5H30NO12
Source: the OMol25 dataset
Level of theory: ωB97M-V/def2-TZVPD

```
48
Properties=species:S:1:pos:R:3:forces:R:3
O -3.0391 2.6840 1.7209 0.86 -2.83 1.05
O -1.7034 0.1795 1.7482 1.27 0.65 -1.98
O 0.6053 1.7045 1.9415 0.22 2.73 1.15
O 2.5539 2.7157 -3.2374 -1.60 -0.41 -2.33
O -3.2275 -1.6557 0.8107 0.23 0.01 -0.24
O 2.5653 -5.0496 -0.1532 -1.19 1.91 0.57
O -2.1417 2.6250 -0.8496 1.09 -0.46 1.29
O 2.2769 -0.3775 2.8635 -1.01 -0.03 -0.08
O -1.0338 -4.7171 -0.3829 -0.13 -1.95 0.73
O 0.4894 -0.7543 0.9382 -2.11 0.43 2.96
O -0.1128 4.6237 2.7622 1.82 0.98 0.41
O 2.9032 2.0141 0.6349 -0.61 -1.86 0.20
N -0.1379 -2.8518 -1.2150 -5.34 2.30 0.36
C 0.8438 -0.8206 -0.3221 2.81 0.20 -1.60
C -0.6030 0.3058 -3.0502 2.16 1.71 -0.72
C -1.2175 -3.5761 -0.7049 3.14 0.18 -1.03
C -0.1723 -1.3882 -1.2825 0.10 0.16 -0.24
C 0.3051 -0.8860 -2.6477 -2.06 -0.03 0.23
H -0.6811 -0.1845 1.2033 -0.92 -0.36 0.63
H -1.0206 4.4392 2.7944 -2.04 -0.51 -0.06
H -2.1910 -3.1490 -0.6484 -0.66 1.13 -0.23
H -1.5019 0.1324 -3.6881 0.78 -0.24 0.69
H -2.6876 -2.3083 1.2686 -0.20 -0.17 0.06
H 0.2719 3.9192 2.2509 0.14 -0.61 -0.43
H -0.8736 0.9553 -2.1672 0.12 -0.79 -0.98
H 3.2162 2.9985 -2.6590 1.17 0.20 1.85
H 1.5946 -0.5953 2.1636 0.45 0.09 0.48
H -1.1809 -0.9405 -0.9977 1.04 -1.03 -0.50
H 0.4121 0.8618 1.5709 0.02 -1.25 -0.42
H 1.6332 -5.2296 -0.3739 0.27 -0.50 -0.05
H 2.4206 2.2579 1.4424 0.08 0.39 -0.20
H 1.8276 -1.4915 -0.3605 -1.37 1.04 -0.56
H 2.5267 1.0823 0.6286 0.97 1.48 -0.37
H 0.5318 1.6242 2.9001 -0.02 -0.22 -0.24
H 1.9647 2.0546 -2.8651 0.40 0.21 0.54
H -3.9607 2.4147 1.7505 -0.41 0.38 -0.12
H -2.4806 2.5618 0.0847 -0.32 0.35 -0.88
H 0.1750 -1.6997 -3.3569 0.41 0.05 -0.25
H 3.0648 -0.7683 2.5198 0.91 -0.35 -0.16
H 0.1715 0.8965 -3.6549 -1.69 -0.06 0.30
H 1.3545 -0.5624 -2.5380 -0.40 -0.31 -0.51
H 1.1606 0.1994 -0.7387 -0.24 -0.83 0.35
H -2.6456 -0.8502 0.9118 -0.64 -0.30 0.22
H 0.7580 -3.1600 -1.1347 2.67 -1.76 0.41
H -1.1949 2.4846 -0.6208 -0.64 0.28 -0.65
H -1.6121 -0.3116 2.5395 -0.05 -0.75 1.45
H 2.4130 -4.1465 0.2535 0.76 -1.42 -0.44
H -2.6200 1.7400 1.9468 -0.25 2.17 -0.69
```
Forces are in eV/Å.

- ΔE to the lowest compared entry with this formula, charge and spin (kcal per mole) = 90.3
- spin multiplicity = 1
- total charge = -1
- LUMO energy (eV) = 2.71
- Kohn-Sham gap (eV) = 9.5

natural (NBO) population analysis, charges in e, atoms 1 to 4: -0.99, -1.08, -0.99, -0.96

---

Formula: C27H55O6Si
Source: the OMol25 dataset
Level of theory: ωB97M-V/def2-TZVPD

```
89
Properties=species:S:1:pos:R:3:forces:R:3
Si -0.8182 -0.1403 1.0052 -0.18 0.32 -0.57
O -1.2670 -1.6606 -1.1806 0.41 0.27 0.61
O 4.4302 -2.9348 3.0977 0.04 -0.09 0.04
O 0.8093 -1.9107 -0.3220 -0.14 0.15 0.10
O -3.4850 2.6419 2.6571 -0.23 0.17 -0.01
O -5.4262 1.6860 -2.4656 -0.02 -0.04 -0.01
O 3.8751 -5.2033 -1.2650 -0.12 -0.04 -0.18
C -0.3433 -1.4152 -0.3436 -0.33 -0.71 -0.69
C 1.5898 4.4947 0.3430 -0.55 -0.08 0.72
C 3.1075 -6.3799 -1.5184 0.06 0.05 -0.07
C 1.8684 3.1153 0.9680 0.12 0.41 -0.10
C -1.6347 1.3517 0.1286 0.34 -0.87 0.19
C -4.2798 1.1583 -3.1488 -0.04 -0.04 -0.13
C 5.6604 -4.9045 2.6573 -0.04 -0.12 0.14
C -4.6260 2.0924 3.3176 0.08 -0.18 -0.11
C 3.7667 2.4710 -0.6646 0.76 -0.09 0.61
C -0.9888 1.4985 -1.2589 -0.61 1.35 0.57
C 3.2767 2.5803 0.7931 -0.25 -0.27 -0.39
C 0.2507 4.5149 -0.3770 0.46 0.08 -0.72
C -6.1605 0.6142 -1.8721 0.08 0.03 0.10
C -5.5986 -0.6741 -2.4571 -0.05 -0.01 -0.15
C 4.2578 1.0613 -0.9722 -0.01 0.15 -0.42
C 3.4927 -3.9614 2.7483 -0.05 -0.06 0.10
C -5.4135 3.7060 1.7851 -0.05 -0.11 -0.10
C 3.0252 -4.0426 -1.4151 0.02 0.10 0.26
C 4.2865 -5.0296 2.0058 0.04 0.17 -0.10
C 5.7591 -3.4017 2.8788 -0.05 0.09 -0.13
C 0.2328 3.7062 -1.6885 -0.92 0.35 0.14
C -1.0761 2.9285 -1.8668 0.50 -0.82 0.05
C -3.8935 3.7480 1.8452 0.14 0.04 0.11
C 1.7496 -4.5209 -2.0737 -0.17 -0.05 -0.23
C 1.6461 -5.9484 -1.5490 0.03 -0.01 0.11
C -4.1436 -0.2923 -2.7095 0.01 0.10 0.22
C -5.7601 3.0908 3.1355 0.01 0.12 0.10
H 3.4374 0.3794 -1.1640 -0.17 -0.23 0.12
H -3.5712 -0.3571 -1.7817 0.09 -0.09 -0.07
H -0.5344 4.1676 0.2835 -0.11 -0.16 0.28
H 3.0584 -4.3583 3.6742 -0.02 -0.02 -0.03
H 0.3299 4.3999 -2.5196 0.26 0.14 -0.16
H -5.7169 -1.5281 -1.7917 0.03 0.01 0.03
H -4.8641 1.1312 2.8492 -0.05 -0.02 0.05
H -3.6466 -0.9152 -3.4497 0.04 -0.01 0.02
H 2.3832 4.8577 -0.3044 0.20 -0.10 -0.17
H 5.6713 -5.4276 3.6182 0.03 0.02 0.00
H 3.3154 -7.1187 -0.7398 0.07 0.02 0.00
H 1.0243 -6.6005 -2.1625 0.02 -0.01 -0.01
H -3.4051 1.7601 -2.9010 -0.07 0.04 0.04
H -3.5374 4.6682 2.3233 -0.04 0.06 -0.07
H 2.8218 -3.6319 -0.4234 -0.09 0.11 -0.06
H 1.4901 5.2027 1.1639 0.30 0.32 0.07
H 2.6917 -3.5299 2.1471 0.04 0.08 0.01
H 6.1615 -2.8973 1.9927 0.07 -0.04 0.00
H 0.0071 5.5432 -0.6348 -0.17 0.24 0.08
H 0.0697 1.2751 -1.1582 0.17 -0.45 -0.36
H 3.0277 2.8062 -1.3808 -0.21 -0.02 -0.11
H -4.4601 1.2337 -4.2282 0.04 -0.01 -0.01
H -3.4322 3.6646 0.8606 0.06 -0.07 0.03
H 4.6296 3.1244 -0.7781 0.03 0.31 -0.15
H 1.6740 3.1738 2.0347 -0.18 -0.02 0.23
H -7.2241 0.7482 -2.0816 0.00 0.07 -0.01
H 6.4732 -5.2971 2.0468 -0.01 0.02 -0.03
H 0.8958 -3.8918 -1.8249 0.10 0.08 0.08
H 3.5469 -3.2867 -2.0015 0.09 -0.04 0.02
H 3.9702 3.1647 1.3912 0.17 0.28 0.02
H -5.7182 3.8546 3.9166 -0.01 -0.01 0.01
H 1.8676 -4.5312 -3.1622 0.01 -0.03 0.01
H 6.3795 -3.1393 3.7385 -0.03 0.05 0.02
H 4.9134 1.0517 -1.8390 -0.01 0.00 -0.29
H -1.8002 -0.6887 1.9751 0.10 -0.05 0.22
H -1.8938 3.4835 -1.4168 -0.30 0.14 -0.02
H -6.0970 -0.9061 -3.4030 -0.03 0.00 0.02
H -2.6981 1.1224 0.0653 -0.20 0.17 -0.15
H 4.8529 0.6813 -0.1516 0.05 -0.15 0.29
H -1.5299 2.2307 0.7570 0.05 0.21 0.05
H 4.3523 -4.7826 0.9459 -0.02 -0.07 0.02
H 1.1297 2.4204 0.5853 0.02 -0.38 -0.19
H -4.3824 1.9154 4.3661 0.06 -0.01 -0.01
H -6.7442 2.6245 3.1680 0.01 -0.02 -0.02
H 3.3167 1.5813 1.2155 -0.11 -0.22 0.21
H 1.2367 -5.9402 -0.5357 -0.01 0.00 -0.01
H -5.8582 4.6868 1.6207 0.02 0.01 0.01
H -1.4819 0.8062 -1.9245 0.30 -0.47 -0.12
H -1.2926 2.7975 -2.9232 -0.05 0.23 -0.28
H 3.8473 -6.0232 2.0951 -0.01 0.00 0.03
H 3.4200 -6.7967 -2.4845 -0.05 -0.07 0.01
H -5.7375 3.0450 0.9780 0.02 0.02 -0.02
H 1.0546 3.0067 -1.7443 0.28 -0.14 0.00
H 0.4191 0.3468 1.6674 -0.05 0.01 0.28
H -6.0123 0.6531 -0.7865 -0.03 -0.07 0.02
```
Forces are in eV/Å.

- spin multiplicity = 1
- total charge = -1
- LUMO energy (eV) = 2.71
- Kohn-Sham gap (eV) = 6.9

Mulliken population analysis, charges in e, atoms 1 to 4: 0.33, -0.65, -0.41, -0.52

---

Formula: C37H33N8O4PtSe
Source: the OMol25 dataset
Level of theory: ωB97M-V/def2-TZVPD

```
84
Properties=species:S:1:pos:R:3:forces:R:3
Pt -0.8573 -0.5287 1.9142 0.25 -0.53 1.42
Se 2.9488 -1.9013 3.6730 0.97 -0.37 -0.35
O 0.4893 -0.7124 5.5432 -0.18 0.18 -0.23
O -1.9375 1.1321 -10.6678 -0.27 0.02 0.31
O 0.5647 -0.8433 3.3465 -1.33 0.02 -1.16
O 0.7832 1.5159 6.7525 0.02 -0.07 0.20
N -5.7222 -0.5548 5.5730 -0.07 -0.07 0.09
N -0.0962 0.1035 -4.5275 0.17 0.06 -0.53
N 5.3749 -2.9365 2.5026 -0.03 0.42 0.40
N -2.2907 0.3910 -4.3411 0.03 0.00 -0.25
N 5.6202 -0.9601 3.3868 -0.18 -0.59 -0.07
N 0.3572 -0.5532 0.3430 0.10 0.06 -1.65
N -2.2128 -0.5193 3.3882 -0.21 0.02 0.07
N -2.2664 -0.3394 0.5317 -0.24 0.13 -1.93
C -3.9131 -1.7381 4.5192 0.02 0.12 0.03
C 0.3730 -0.2944 -2.0841 -1.54 0.14 0.76
C -4.5506 -0.5482 4.9135 0.31 0.05 -0.25
C -1.6669 0.9270 -9.3663 -0.06 -0.03 0.36
C -2.7699 1.0144 -8.5068 0.09 0.02 -0.26
C -1.8326 0.1478 -3.0880 0.75 -0.16 0.35
C -0.4450 -0.0242 -3.2257 -1.24 0.13 0.15
C -0.8929 1.0563 -11.6093 0.28 -0.02 -0.21
C -0.3282 -0.3468 -0.8394 2.52 -0.21 -0.07
C 6.8163 -1.3100 2.8312 0.61 -0.56 -0.51
C -4.4523 -0.1032 -0.4165 0.28 0.30 -1.99
C 0.7260 1.9953 3.1286 0.11 0.06 -0.12
C -2.5485 0.0259 -1.8690 1.33 -0.15 0.31
C -1.7163 -0.2140 -0.7370 -2.41 0.22 0.69
C 4.7774 -4.1654 2.0602 -0.28 -0.37 -0.14
C -3.9164 0.6562 4.5585 0.03 -0.15 0.01
C -0.2638 0.4602 -7.4668 -0.39 0.02 0.50
C -0.4094 0.6433 -8.8265 -0.08 0.07 -0.44
C 6.6636 -2.5425 2.2818 0.81 0.63 -0.03
C 4.7340 -1.9607 3.1823 -1.22 0.04 0.43
C -3.9200 0.0942 -1.7038 -0.92 -0.22 1.59
C 2.3925 -0.7489 -0.8796 -0.49 0.27 -1.79
C 5.2968 0.2724 4.0509 -0.22 0.46 0.25
C 0.8537 2.0692 5.5422 -0.06 -0.04 -0.30
C 1.1381 3.4373 5.4566 -0.06 -0.09 0.18
C 1.6733 -0.7517 0.2963 -0.49 0.04 0.97
C -2.7639 -1.6771 3.7720 -0.17 -0.37 0.23
C -2.7699 0.6233 3.8062 -0.19 0.37 0.21
C -1.3606 0.5517 -6.6055 -0.07 0.12 -0.87
C -2.6202 0.8303 -7.1569 0.39 -0.05 0.00
C 1.2091 4.0644 4.2350 -0.03 -0.07 0.03
C -3.6041 -0.3127 0.6433 0.94 -0.14 0.86
C 1.7383 -0.5017 -2.0947 1.19 -0.33 1.23
C 0.6664 1.3294 4.3549 0.01 -0.11 0.18
C -1.2123 0.3535 -5.1881 0.15 -0.13 0.67
C 0.5282 -0.1548 4.4430 0.14 0.25 0.73
C 0.9858 3.3486 3.0621 -0.07 0.01 -0.17
H 1.4463 5.1175 4.1897 -0.02 0.08 0.00
H -4.3241 -2.6928 4.8060 0.01 -0.14 -0.02
H 4.3279 -4.0392 1.0725 0.00 -0.02 0.04
H 0.6427 0.5396 6.6269 0.06 0.16 -0.17
H -3.2442 0.5831 -4.5927 0.08 -0.03 -0.08
H 5.5359 -4.9440 2.0125 0.05 0.05 0.00
H 1.3005 3.9760 6.3777 0.03 0.05 0.08
H 6.2078 0.7654 4.3815 0.08 -0.07 -0.06
H 2.1572 -0.9193 1.2509 0.02 -0.07 0.23
H -2.2546 -2.5801 3.4527 -0.05 0.11 0.04
H -4.0209 -0.4715 1.6283 0.17 0.05 0.08
H 4.7482 0.9351 3.3764 0.01 -0.04 0.07
H 7.6747 -0.6712 2.8647 0.16 0.08 0.02
H -3.7339 1.2305 -8.9373 -0.13 0.03 -0.06
H 3.9940 -4.4622 2.7570 0.07 0.10 -0.01
H -3.4983 0.9091 -6.5342 -0.12 0.02 0.02
H -4.5832 0.2772 -2.5327 -0.07 0.01 -0.15
H 1.0253 3.8501 2.1074 0.03 0.03 -0.11
H -5.5192 -0.0952 -0.2636 -0.05 0.01 0.09
H 3.4538 -0.9314 -0.8652 0.11 0.00 0.11
H 2.2875 -0.4743 -3.0208 0.01 0.01 -0.18
H 0.7026 0.2407 -7.0415 0.13 -0.02 -0.01
H -0.1276 1.8125 -11.4174 -0.01 -0.01 0.00
H 4.6598 0.0654 4.9124 0.07 0.00 -0.11
H -1.3572 1.2477 -12.5737 0.10 -0.03 0.02
H -6.1150 0.3045 5.9123 -0.05 -0.06 0.06
H 0.4584 0.5657 -9.4617 0.06 0.00 -0.08
H 0.5772 1.4356 2.2034 0.17 0.21 0.32
H 7.3679 -3.1556 1.7591 0.15 -0.11 -0.07
H -4.3307 1.5999 4.8733 0.00 0.16 0.00
H -6.1261 -1.4217 5.8813 -0.03 0.09 0.05
H -2.2680 1.5392 3.5133 -0.03 -0.08 0.01
H -0.4358 0.0641 -11.6101 0.01 0.00 -0.03
```
Forces are in eV/Å.

- ΔE to the lowest compared entry with this formula, charge and spin (kcal per mole) = 0.0
- spin multiplicity = 1
- total charge = +1
- LUMO energy (eV) = -3.72
- Kohn-Sham gap (eV) = 4.8

Mulliken population analysis, charges in e, atoms 1 to 4: 0.20, -0.37, -0.82, -0.45

---

Formula: C13H10Br2NO4P
Source: the OMol25 dataset
Level of theory: ωB97M-V/def2-TZVPD

```
31
Properties=species:S:1:pos:R:3:forces:R:3
Br 2.6083 -3.0170 -0.5357 -0.81 0.34 1.45
Br 0.4366 -1.2009 3.3521 0.67 -0.22 -1.44
P -4.1665 1.4525 -2.1175 -1.13 -0.18 -1.18
O -4.6432 2.9385 -1.4651 1.22 -1.76 0.79
O 3.8497 3.3756 -1.3641 -2.07 -0.84 0.23
O -5.3264 0.3369 -1.5290 2.01 1.70 0.99
O 4.8966 1.9501 -0.0235 -3.53 -0.57 -0.33
N 2.4596 0.4608 0.4649 -2.15 0.27 -0.78
C 0.0357 0.0919 -0.0024 0.29 0.08 0.05
C 2.4810 1.5929 -0.3732 -2.20 1.12 -1.30
C 1.3297 -0.2749 0.6674 -1.95 -0.07 -0.52
C 1.6461 -4.0294 2.1075 -0.12 -0.56 -0.06
C -0.0168 1.3029 -0.8667 0.36 -0.43 0.35
C 3.8239 2.3908 -0.6131 4.39 0.08 0.76
C -2.4634 -0.3688 -0.4546 2.55 1.09 0.06
C 1.2645 2.0655 -1.0449 0.19 -2.46 1.72
C -2.5584 0.8901 -1.3069 2.91 -0.07 2.20
C -1.1951 -0.7389 0.1848 -1.67 1.56 -1.58
C 1.7415 -2.7588 1.2164 -0.36 0.10 1.13
C 1.2687 -1.5357 1.5896 1.13 0.35 -1.03
C -1.3223 1.6768 -1.4889 -0.96 -1.31 0.66
H -1.2070 -1.6559 0.8187 0.27 0.96 -0.63
H -3.3711 -1.0180 -0.3168 1.15 0.79 -0.17
H 0.9358 -4.7919 1.6594 0.83 0.98 0.24
H 3.3296 0.1832 0.9357 0.05 0.45 -0.40
H -4.4041 3.0152 -0.5181 -0.24 0.18 -0.49
H -1.3401 2.6155 -2.1100 -0.04 -1.13 0.71
H 1.2541 -3.8247 3.1425 0.43 0.16 -1.18
H 1.3091 2.9714 -1.6914 0.25 -0.90 0.72
H -5.2901 0.4672 -0.5539 -0.53 -0.54 -0.57
H 2.6339 -4.5630 2.2369 -0.94 0.82 -0.40
```
Forces are in eV/Å.

- spin multiplicity = 1
- LUMO energy (eV) = -2.17
- Kohn-Sham gap (eV) = 6.1

natural (NBO) population analysis, charges in e, atoms 1 to 4: 0.10, 0.09, 1.33, -0.96

---

Number 4 is which compound?
C27H55O6Si

---

Which of these has the highest Kohn-Sham gap?
C3H11NO2

---

Which of these has the highest Kohn-Sham gap?
C3H11NO2